[1]
{"formula": "C16H16N4O2S3V", "method": "ωB97M-V/def2-TZVPD", "e_above_lowest_ev": 0.1317, "s_squared": 1.1485, "spin_multiplicity": 2, "fmax_ev_per_a": 1.8, "symbols": ["V", "S", "C", "S", "C", "C", "N", "C", "N", "C", "C", "S", "O", "C", "C", "H", "H", "H", "H", "H", "H", "H", "H", "H", "H", "C", "C", "C", "C", "C", "C", "C", "C", "N", "H", "H", "H", "H", "H", "H", "O", "N"], "positions_angstrom": [[-0.51098, 0.22056, 0.21728], [1.84481, 0.28691, 0.33577], [1.54129, 0.36969, 2.05894], [-0.06754, -0.09985, 2.48789], [2.49338, 0.78632, 2.94852], [2.20664, 0.87119, 4.34098], [1.97599, 0.95003, 5.46571], [3.78085, 1.19329, 2.49711], [4.81947, 1.51647, 2.11993], [1.51833, 4.14477, -0.76933], [0.16671, 4.66477, -0.31502], [-1.19182, 3.50328, -0.54595], [-0.64951, 2.22707, 0.06439], [-1.11142, 3.25062, -2.35596], [-0.48658, 1.92074, -2.74041], [2.29658, 4.82928, -0.43467], [1.58379, 4.07338, -1.85530], [1.72142, 3.16561, -0.33466], [-0.14791, 5.57790, -0.82704], [0.15183, 4.86829, 0.75719], [-0.55348, 4.09150, -2.76817], [-2.14140, 3.32172, -2.70354], [0.52671, 1.81804, -2.35504], [-0.45288, 1.84445, -3.82689], [-1.08903, 1.08149, -2.38091], [-2.42958, -0.77940, 0.34699], [-3.18041, 0.48169, 0.39400], [-3.32025, 1.20937, 1.58453], [-4.01315, 2.40470, 1.60658], [-4.58287, 2.90137, 0.43429], [-4.45679, 2.19089, -0.75997], [-3.75649, 1.00080, -0.77690], [-5.26654, 4.16002, 0.44148], [-5.79214, 5.18231, 0.43741], [-2.71589, -1.39341, -0.50250], [-2.44969, -1.34855, 1.27212], [-2.87264, 0.83268, 2.49559], [-4.11706, 2.95947, 2.52921], [-4.91754, 2.57308, -1.66167], [-3.67461, 0.43933, -1.70070], [-0.20507, -2.49560, -0.79819], [-0.32703, -1.41587, -0.41159]], "atomic_forces_ev_per_a": [[0.0, 1.6, 0.6], [-0.1, -0.2, -0.1], [0.0, 0.0, -0.1], [0.0, 0.0, 0.2], [-0.2, 0.0, -0.1], [0.0, 0.0, 0.1], [0.0, 0.0, 0.0], [0.2, 0.0, 0.0], [0.0, 0.0, 0.0], [0.0, 0.0, 0.0], [0.0, 0.0, 0.0], [0.1, 0.3, -0.1], [0.0, -0.3, 0.0], [0.0, 0.0, 0.0], [0.0, 0.0, 0.0], [0.0, 0.0, 0.0], [0.0, 0.0, 0.0], [0.0, 0.0, 0.0], [0.0, 0.0, 0.0], [0.0, 0.0, 0.0], [0.0, 0.0, 0.0], [0.0, 0.0, 0.0], [0.0, 0.0, 0.0], [0.0, 0.0, 0.0], [0.0, 0.0, 0.0], [0.1, -0.5, -0.1], [-0.1, 0.1, 0.0], [0.0, 0.0, -0.1], [0.0, 0.0, 0.0], [0.1, -0.1, 0.0], [0.0, 0.0, 0.0], [0.0, 0.0, 0.0], [-0.1, 0.1, 0.0], [0.0, 0.0, 0.0], [0.0, 0.0, 0.0], [0.0, 0.0, 0.0], [0.0, 0.0, 0.0], [0.0, 0.0, 0.0], [0.0, 0.0, 0.0], [0.0, 0.0, 0.0], [0.0, 0.0, 0.0], [0.1, -1.0, -0.5]], "lowdin_spin": [1.5976, -0.0371, 0.0123, -0.0142, 0.0083, 0.0000, 0.0023, -0.0004, 0.0022, 0.0000, 0.0011, 0.0031, 0.0077, 0.0004, 0.0006, 0.0000, 0.0000, -0.0001, 0.0002, 0.0000, -0.0001, 0.0000, 0.0007, -0.0001, -0.0005, -0.0210, 0.0004, -0.0080, 0.0039, -0.0085, 0.0036, -0.0082, -0.0012, -0.0047, 0.0005, 0.0046, -0.0004, 0.0004, 0.0004, -0.0002, -0.2292, -0.3164]}

***

[2]
{"formula": "C40H105N5O20", "method": "ωB97M-V/def2-TZVPD", "e_above_lowest_ev": 7.5319, "smiles": "COCCNCCOC.COCCNCCOC.COCCNCCOC.COCCNCCOC.COCCNCCOC.OCCO.OCCO.OCCO.OCCO.OCCO", "fmax_ev_per_a": 4.8, "symbols": ["C", "O", "C", "C", "N", "C", "C", "O", "C", "H", "H", "H", "H", "H", "H", "H", "H", "H", "H", "H", "H", "H", "H", "H", "C", "O", "C", "C", "N", "C", "C", "O", "C", "H", "H", "H", "H", "H", "H", "H", "H", "H", "H", "H", "H", "H", "H", "H", "C", "O", "C", "C", "N", "C", "C", "O", "C", "H", "H", "H", "H", "H", "H", "H", "H", "H", "H", "H", "H", "H", "H", "H", "C", "O", "C", "C", "N", "C", "C", "O", "C", "H", "H", "H", "H", "H", "H", "H", "H", "H", "H", "H", "H", "H", "H", "H", "C", "O", "C", "C", "N", "C", "C", "O", "C", "H", "H", "H", "H", "H", "H", "H", "H", "H", "H", "H", "H", "H", "H", "H", "O", "C", "C", "O", "H", "H", "H", "H", "H", "H", "O", "C", "C", "O", "H", "H", "H", "H", "H", "H", "O", "C", "C", "O", "H", "H", "H", "H", "H", "H", "O", "C", "C", "O", "H", "H", "H", "H", "H", "H", "O", "C", "C", "O", "H", "H", "H", "H", "H", "H"], "positions_angstrom": [[3.38096, -2.80052, -0.20819], [4.30563, -2.93073, -1.26893], [4.17094, -1.83370, -2.19218], [4.90649, -1.90455, -3.57596], [4.93084, -0.51474, -4.20553], [5.46988, -0.50648, -5.57765], [4.65031, 0.38078, -6.46131], [5.00177, 1.67876, -6.05643], [4.59730, 2.78765, -6.85658], [3.61300, -3.67146, 0.40476], [2.39863, -2.78784, -0.68039], [3.59425, -1.85642, 0.29310], [4.72178, -1.12651, -1.57206], [3.11184, -1.58207, -2.24769], [4.36431, -2.58741, -4.23006], [5.91879, -2.12094, -3.23462], [5.39748, 0.20908, -3.67786], [5.56325, -1.53746, -5.91889], [6.50455, -0.16423, -5.55683], [3.59343, 0.23091, -6.68189], [4.96881, 0.19647, -7.48732], [4.70924, 3.53036, -6.06667], [3.54991, 2.68545, -7.14051], [5.25773, 2.89862, -7.71660], [-5.94641, 1.87240, 10.00380], [-4.74663, 2.08539, 10.58037], [-4.29462, 1.08852, 11.51718], [-4.14538, -0.35087, 10.93541], [-3.35886, -0.11141, 9.79793], [-3.06626, -1.36705, 8.99987], [-2.58017, -2.48578, 9.76904], [-3.60892, -3.40178, 10.36390], [-3.15421, -4.67983, 10.88248], [-6.22712, 2.83363, 9.57329], [-6.76579, 1.53438, 10.63819], [-5.97990, 1.16449, 9.17564], [-5.03574, 1.00904, 12.31250], [-3.40028, 1.52561, 11.96125], [-5.09347, -0.56551, 10.44231], [-3.67413, -1.07904, 11.59556], [-3.65164, 0.69421, 9.26374], [-2.35521, -1.21565, 8.18772], [-3.92696, -1.61432, 8.37845], [-1.85514, -2.22901, 10.54137], [-2.12211, -3.24363, 9.13347], [-2.43480, -5.29047, 10.33689], [-4.06857, -5.24278, 11.06989], [-2.62349, -4.35909, 11.77890], [-4.42414, -5.20270, -6.79221], [-3.30938, -4.60403, -6.18946], [-3.17570, -4.89059, -4.79317], [-4.22842, -4.29765, -3.84373], [-3.99585, -2.86880, -3.68644], [-3.07250, -2.50941, -2.66341], [-2.70941, -0.99243, -2.75683], [-2.16559, -0.72972, -4.07803], [-1.03069, -1.43943, -4.50628], [-4.83229, -4.48140, -7.50019], [-5.24379, -5.48398, -6.13103], [-4.04951, -5.97302, -7.46627], [-2.12546, -4.63365, -4.65512], [-3.22495, -5.97904, -4.76209], [-4.30680, -4.83602, -2.89921], [-5.21236, -4.45785, -4.28453], [-3.71010, -2.43267, -4.55146], [-2.15990, -3.10514, -2.68264], [-3.37621, -2.70340, -1.63470], [-1.98290, -0.87129, -1.95333], [-3.60726, -0.41930, -2.52559], [-0.79464, -1.23613, -5.55080], [-1.21302, -2.50204, -4.66666], [-0.11570, -1.45397, -3.91411], [1.63496, -5.81968, -7.25295], [1.90000, -5.81525, -5.84465], [1.31763, -7.00653, -5.25723], [1.68367, -6.95441, -3.72857], [0.76003, -7.81696, -3.03884], [0.73486, -7.73979, -1.57358], [-0.39984, -6.78304, -1.09099], [-1.64477, -7.08827, -1.78360], [-2.38914, -8.19393, -1.43454], [2.14487, -4.88600, -7.49027], [0.56826, -5.75345, -7.46713], [2.18955, -6.59170, -7.78635], [1.75866, -7.89074, -5.71741], [0.28288, -6.88416, -5.57724], [1.40961, -5.97292, -3.34171], [2.72814, -7.26610, -3.73424], [-0.08084, -7.57871, -3.54506], [1.60487, -7.24123, -1.14624], [0.49486, -8.71690, -1.15434], [-0.06669, -5.79579, -1.41108], [-0.55909, -6.75512, -0.01304], [-1.70852, -8.94915, -1.04147], [-3.05148, -8.60510, -2.19634], [-2.97400, -7.84009, -0.58553], [1.89793, 3.45745, -1.74296], [0.76414, 3.83325, -0.92698], [1.16392, 3.79842, 0.42555], [-0.15724, 3.59393, 1.25830], [-0.60306, 2.16860, 1.33090], [0.44231, 1.20816, 2.02820], [-0.25453, 0.26296, 2.96862], [0.67889, -0.56864, 3.65232], [0.21850, -1.93181, 3.93002], [2.35944, 2.47812, -1.61639], [2.55900, 4.32244, -1.68936], [1.61072, 3.44676, -2.79438], [1.75437, 4.61061, 0.84958], [1.73240, 2.90159, 0.67178], [-1.03392, 4.12959, 0.89417], [-0.00309, 4.03200, 2.24442], [-0.86373, 1.78090, 0.43544], [1.04975, 1.85202, 2.66425], [1.26288, 0.89371, 1.38330], [-0.89474, -0.34563, 2.33000], [-0.70631, 0.69176, 3.86312], [-0.57536, -2.08519, 4.66103], [1.01367, -2.60709, 4.24594], [-0.37620, -2.33673, 3.11120], [4.36774, 1.64544, 3.58975], [4.39831, 2.87238, 4.42618], [4.24395, 2.49004, 5.92844], [3.28907, 1.42176, 6.05671], [5.10483, 1.07466, 3.81892], [5.33786, 3.42135, 4.36305], [3.61102, 3.54317, 4.08219], [3.78441, 3.31506, 6.47274], [5.23880, 2.37899, 6.35975], [2.87664, 1.07851, 5.26066], [-1.22199, 3.14455, -6.75345], [-1.26106, 4.47554, -6.21217], [-0.78765, 5.60173, -7.18200], [-1.69295, 5.71020, -8.33839], [-1.49624, 2.50479, -6.09231], [-2.26404, 4.67610, -5.83546], [-0.79544, 4.56466, -5.23066], [0.16129, 5.26112, -7.59625], [-0.75934, 6.50364, -6.57056], [-1.74866, 4.85431, -8.76961], [-6.58505, 7.00719, 3.40447], [-6.29288, 6.00101, 2.39908], [-6.32367, 6.50630, 0.91720], [-7.32699, 7.55516, 0.64663], [-5.78033, 7.30716, 3.83348], [-5.29629, 5.59818, 2.57974], [-7.02486, 5.20047, 2.50607], [-6.33053, 5.68016, 0.20618], [-5.37112, 7.02776, 0.82325], [-7.40079, 8.15959, 1.38881], [0.18603, 9.24476, -0.43165], [-1.08910, 9.54693, 0.04930], [-1.41926, 10.89299, -0.60531], [-0.64107, 11.92319, 0.02161], [0.57546, 8.49389, 0.02237], [-1.86771, 8.82445, -0.19543], [-1.23858, 9.50928, 1.12835], [-2.45329, 11.23223, -0.54367], [-1.21148, 10.86403, -1.67493], [0.23316, 11.78740, -0.35105], [7.07480, 1.58723, -0.01904], [8.26242, 1.43120, 0.82035], [8.65134, -0.06285, 0.55737], [7.78699, -1.07469, 1.06133], [6.38708, 1.99856, 0.50960], [9.03987, 2.10389, 0.45820], [8.02299, 1.81148, 1.81341], [9.65648, -0.22583, 0.94626], [8.60478, -0.16437, -0.52689], [6.90798, -1.08849, 0.67565]], "atomic_forces_ev_per_a": [[1.1, -0.2, -1.1], [0.3, -1.1, -1.6], [0.7, 0.4, 0.9], [-0.3, 2.1, 1.8], [-0.8, -1.6, 0.0], [-0.6, -1.0, 1.3], [1.1, 0.3, -1.9], [-0.3, -0.1, 0.0], [0.1, -1.0, 1.5], [-0.6, 0.2, 0.3], [-0.5, -0.1, 0.7], [-0.3, 0.1, 0.5], [-0.3, 1.4, -0.6], [-0.1, 0.2, -0.4], [0.6, -0.1, -0.1], [0.2, -1.0, -0.8], [0.0, -0.4, 0.5], [-0.5, 0.0, -0.3], [0.0, 0.4, -0.3], [-0.6, -0.2, 1.5], [0.9, 0.2, -0.5], [-0.1, 0.9, -0.9], [-0.1, 0.1, -0.2], [-0.1, 0.3, -0.1], [-2.2, 0.3, -1.4], [2.2, -0.8, 1.3], [-0.9, -0.4, 0.9], [-0.7, 2.9, -0.9], [3.8, -1.9, -2.2], [-1.6, 2.9, -1.0], [0.2, -4.5, 1.5], [-0.1, 0.6, -0.9], [0.1, 2.1, 0.6], [-0.3, 0.0, 0.0], [0.1, 0.1, 0.7], [0.5, -0.4, -0.3], [-0.3, 0.2, 0.3], [0.2, -0.4, -0.3], [-1.0, -1.1, 1.5], [-0.6, 0.1, 0.1], [0.0, -0.3, -0.1], [0.6, 0.7, 0.4], [-0.6, -0.6, 0.3], [0.0, 0.3, 0.1], [0.7, 0.6, -0.5], [-0.1, 0.3, -0.9], [0.3, 0.0, 0.2], [-0.1, -0.8, 0.6], [0.1, 0.6, -1.4], [-0.5, 1.0, 0.9], [0.2, -1.6, -0.7], [0.7, 0.6, -1.3], [-1.1, 0.0, 0.7], [0.8, 1.0, 0.4], [0.7, -2.7, -0.5], [-0.4, 1.0, 0.8], [0.0, -1.6, -0.7], [-0.3, 0.3, 0.1], [0.3, -0.4, 0.1], [-0.3, -0.8, 0.4], [-0.2, 0.3, 0.9], [0.1, -0.4, 0.5], [0.6, 0.2, 0.2], [-0.1, 0.1, -0.2], [-0.1, -0.1, -0.2], [0.6, -0.1, -0.4], [-0.9, 0.1, 0.0], [0.4, 0.6, -0.1], [0.2, 0.4, -0.7], [0.0, 1.2, 0.2], [-0.6, -0.5, 0.6], [-0.1, 0.8, 0.4], [1.4, 1.6, 1.1], [-0.3, -1.5, -0.2], [1.1, 1.8, 0.4], [-1.2, 0.1, -1.6], [0.7, -1.2, -0.1], [-2.1, 0.9, -0.1], [-0.5, -1.0, -1.3], [1.4, 2.2, -1.5], [0.4, -0.2, 2.2], [-0.4, 0.1, -0.8], [0.0, -0.3, -0.1], [-0.4, -0.5, 0.0], [-0.1, -0.2, 0.0], [-0.6, -0.7, 0.8], [1.3, 0.8, -0.4], [0.0, 0.4, 0.8], [-0.9, -0.5, 1.2], [0.5, -0.7, -0.2], [0.7, -0.1, 0.1], [-0.6, 0.2, -0.1], [0.1, -0.3, 0.2], [-0.2, -0.6, -0.2], [0.4, 0.4, -0.3], [-0.7, -0.6, 0.2], [-0.8, 1.5, -1.1], [1.6, -1.0, -0.2], [-2.4, -1.0, 1.4], [0.3, -0.9, -0.4], [1.9, -0.9, 1.9], [-0.5, 3.5, 0.1], [0.3, -1.4, 0.2], [0.7, -2.5, 0.1], [-0.8, 0.7, -0.5], [0.0, 0.1, 1.0], [0.8, -0.5, 0.2], [-0.6, 0.1, 0.0], [0.0, 0.7, -0.7], [0.3, -0.2, -0.4], [0.3, 0.3, -0.6], [0.1, -0.6, 0.4], [0.2, 0.3, -0.2], [-0.2, 0.5, 0.3], [-0.7, -1.2, -0.4], [-0.7, -0.2, 0.4], [-1.1, 1.0, -1.0], [0.1, 1.1, 1.0], [0.3, 0.5, -0.4], [0.8, -0.1, -0.9], [-0.2, 1.9, 0.4], [0.3, -1.3, 0.5], [-1.9, 0.2, -1.7], [0.9, 0.0, 1.5], [0.2, 0.0, 0.2], [0.2, -0.1, -0.5], [-0.2, -0.4, -0.1], [0.2, 0.4, -0.1], [-0.1, -1.1, 0.2], [0.6, 0.4, -0.6], [0.6, 1.0, -0.4], [-0.9, 0.3, 0.7], [-1.4, -2.9, -0.6], [0.5, 0.8, 1.4], [-0.1, 0.1, 0.1], [-0.7, 0.3, -0.8], [1.3, -0.2, -0.2], [0.4, 0.6, 0.3], [0.0, 0.2, -0.7], [0.2, -0.2, 0.2], [-0.2, -0.4, -1.0], [-0.5, 0.2, -0.3], [0.3, 2.6, 1.8], [0.4, -2.0, -0.5], [0.1, -0.1, -0.2], [0.0, -0.2, -0.1], [-0.1, 0.1, 0.3], [-0.6, 0.2, 0.0], [0.3, -0.1, -0.5], [0.3, -0.3, 0.4], [0.7, -0.4, 0.1], [-1.8, 0.3, -0.5], [-0.1, 0.5, 0.9], [-0.1, -0.3, -0.6], [-0.1, 0.0, 0.1], [0.1, -0.5, -1.0], [0.8, 0.8, 0.4], [-0.1, -0.4, 0.4], [0.2, -0.3, -0.1], [0.3, 0.2, 0.3], [0.4, 0.3, 0.5], [-1.2, -0.9, -1.2], [-0.7, 0.9, 0.2], [0.6, 0.2, 1.1], [-0.1, 0.1, -0.1], [0.2, -0.2, -0.3], [0.1, -0.8, 0.4], [-0.1, -0.4, 0.0], [0.6, 0.3, -0.2], [0.2, 0.5, -0.4]], "mulliken_charge": [-0.6137, -0.4639, -0.3367, -0.6198, -0.1540, -0.8133, -0.5241, -0.2744, -0.7545, 0.2780, 0.2655, 0.2503, 0.2493, 0.2959, 0.4630, 0.2168, 0.2032, 0.5228, 0.2772, 0.3604, 0.3714, 0.2347, 0.3093, 0.2618, -0.7262, -0.4033, -0.6899, -0.4283, -0.3986, -0.7442, -0.6396, -0.3286, -0.7569, 0.2786, 0.3215, 0.2572, 0.4061, 0.3521, 0.3130, 0.4034, 0.2934, 0.4285, 0.3625, 0.3689, 0.4786, 0.2995, 0.2215, 0.3288, -0.8068, -0.3509, -0.1519, -0.6732, -0.3434, -0.5669, -0.5271, -0.3274, -0.4564, 0.2549, 0.3559, 0.2864, -0.0182, 0.3865, 0.3655, 0.3046, 0.3127, 0.1915, 0.4459, 0.3275, 0.3426, 0.3363, -0.0475, 0.3501, -0.7695, -0.2267, -0.5257, -0.3711, -0.3281, -0.7125, -0.4429, -0.2108, -0.7581, 0.2313, 0.3028, 0.3077, 0.2517, 0.3487, 0.2805, 0.2572, 0.2645, 0.3652, 0.3892, 0.1164, 0.4326, 0.2860, 0.2285, 0.2892, -0.7619, -0.2978, -0.0960, -0.8869, -0.3354, -0.3962, -0.5148, -0.2447, -0.7661, 0.2816, 0.3664, 0.2318, 0.3799, 0.1294, 0.3874, 0.3863, 0.2257, 0.1182, 0.3625, 0.3566, 0.1912, 0.2809, 0.2924, 0.3004, -0.4781, -0.4762, -0.2876, -0.5143, 0.2623, 0.3315, 0.2636, 0.2635, 0.2810, 0.3564, -0.5098, -0.3152, -0.3724, -0.5307, 0.2679, 0.3194, 0.2638, 0.2532, 0.3186, 0.3061, -0.5365, -0.3160, -0.1981, -0.5267, 0.3017, 0.2629, 0.2443, 0.3244, 0.1392, 0.3056, -0.5033, -0.1877, -0.5525, -0.5211, 0.2678, 0.2637, 0.2794, 0.3459, 0.2915, 0.3151, -0.4759, -0.3007, -0.4137, -0.5116, 0.2778, 0.2410, 0.2925, 0.3338, 0.2795, 0.2833]}

***

[3]
{"formula": "C3H5NO2", "method": "ωB97M-V/def2-TZVPD", "e_above_lowest_ev": 5.5642, "fmax_ev_per_a": 1.3, "symbols": ["C", "C", "N", "O", "C", "O", "H", "H", "H", "H", "H"], "positions_angstrom": [[1.07251, 0.45515, 1.00977], [0.81159, -0.15747, -0.21660], [0.88015, 0.56591, -1.30556], [-0.00475, -1.23609, -0.14402], [-1.28018, -0.41371, -0.10888], [-1.45149, 0.24155, -1.17749], [1.53376, 1.43795, 1.03696], [0.97793, -0.11410, 1.92891], [-0.96561, 0.27058, 0.82139], [0.52530, 0.00895, -2.08340], [-2.09923, -1.05871, 0.23893]], "atomic_forces_ev_per_a": [[0.6, 0.0, 0.4], [0.2, 1.0, -0.5], [0.6, -0.5, 0.2], [-0.5, -0.1, -0.1], [0.5, -0.5, 1.1], [-0.8, 0.2, -0.3], [-0.1, -0.2, 0.0], [0.0, 0.1, -0.1], [-0.5, -0.2, -0.6], [0.1, 0.1, 0.0], [0.0, 0.1, -0.1]], "mulliken_charge": [-0.7323, 0.6904, -0.6145, -0.4066, -0.1123, -0.4079, 0.3175, 0.3684, 0.2403, 0.3078, 0.3492]}